P.
{
  "formula": "C3H6O",
  "method": "wB97M-V/def2-TZVPD",
  "symbols": ["O", "C", "C", "C", "H", "H", "H", "H", "H", "H"],
  "coordinates": [[-0.081, 0.898, 1.013], [1.364, -0.280, -0.412], [-1.411, 0.149, 0.282], [0.268, -0.305, 0.639], [-1.787, 1.142, 0.004], [-1.358, -0.425, -0.655], [-2.005, -0.340, 1.044], [2.309, -0.300, 0.147], [1.354, 0.635, -1.020], [1.347, -1.173, -1.043]],
  "nbo_charge": [-0.4881, -0.7519, -0.4073, 0.2861, 0.2124, 0.2328, 0.2390, 0.2460, 0.2103, 0.2207],
  "gap_ev": 8.47,
  "e_homo_ev": -7.75
}


Q.
{
  "formula": "C3H6O",
  "method": "wB97M-V/def2-TZVPD",
  "symbols": ["O", "C", "C", "C", "H", "H", "H", "H", "H", "H"],
  "coordinates": [[1.233, 1.382, 0.071], [0.093, -0.671, -0.097], [-1.055, 0.303, 0.135], [1.422, 0.200, -0.101], [-0.153, -1.202, -1.038], [0.002, -1.432, 0.703], [-1.014, 0.823, 1.102], [-1.173, 1.057, -0.656], [-1.872, -0.416, 0.112], [2.516, -0.044, -0.231]],
  "nbo_charge": [-0.5253, -0.5060, -0.5978, 0.4054, 0.2240, 0.2241, 0.2175, 0.2175, 0.1989, 0.1417],
  "smiles": "CCC=O",
  "gap_ev": 10.97,
  "e_homo_ev": -9.86
}


Which structure wins on stability? Q wins.